1.
Here is 2 unconnected molecules or ions with the total composition C4H12 from the OMol25 dataset. Energies are from the ωB97M-V functional and the def2-TZVPD basis.

Bonds (Å) are listed after each position.
Geometry (Å):
1 C -0.12 -2.61 -0.59  C2 1.530, H3 1.099, H4 1.089, H5 1.074
2 C 0.46 -1.80 0.57  C1 1.530, H6 1.083, H7 1.075, H8 1.091
3 H -0.27 -1.99 -1.48  C1 1.099
4 H 0.50 -3.39 -1.03  C1 1.089
5 H -1.09 -3.00 -0.32  C1 1.074
6 H 0.26 -2.29 1.51  C2 1.083
7 H 0.06 -0.80 0.53  C2 1.075
8 H 1.53 -1.65 0.40  C2 1.091
9 C 0.15 1.67 -0.45  C10 1.539, H11 1.088, H12 1.088, H13 1.074
10 C -0.47 2.72 0.48  C9 1.539, H14 1.092, H15 1.090, H16 1.087
11 H 0.85 1.07 0.14  C9 1.088
12 H -0.66 1.00 -0.73  C9 1.088
13 H 0.74 2.06 -1.26  C9 1.074
14 H 0.16 2.94 1.34  C10 1.092
15 H -1.42 2.41 0.92  C10 1.090
16 H -0.67 3.65 -0.04  C10 1.087

Results
HOMO level: -11.532 eV
energy relative to the best compared isomer or geometry (same formula, charge and spin): 34.2 kJ/mol
structure (SMILES): CC.CC
electronic energy: -159.57194 Ha

In the natural (NBO) picture, each atom carries the following charge in e: -0.610 -0.610 0.199 0.205 0.201 0.204 0.207 0.202 -0.615 -0.610 0.202 0.206 0.210 0.201 0.203 0.203

=====

2.
Here is a gas-phase ion, H4N5 (charge +1) from the OMol25 dataset. Energies are from the ωB97M-V functional and the def2-TZVPD basis.

Bonds (Å) are listed after each position.
Geometry (Å):
1 H 3.25 -0.52 -0.44  N2 1.045
2 N 2.73 0.27 0.00  H1 1.045, N3 1.172
3 N 1.56 0.29 -0.01  N2 1.172, N4 1.165
4 N 0.39 0.31 -0.06  N3 1.165, N5 1.270
5 N -0.69 -0.14 0.42  N4 1.270, N6 1.394, H7 1.042
6 N -1.88 0.21 -0.22  N5 1.394, H8 1.010, H9 0.991
7 H -0.73 -0.28 1.45  N5 1.042
8 H -1.82 -0.11 -1.18  N6 1.010
9 H -2.81 -0.04 0.03  N6 0.991

Results
HOMO level: -13.990 eV
energy relative to the best compared isomer or geometry (same formula, charge and spin): 513.0 kJ/mol
structure (SMILES): [H]/N=N\N=[NH+]\N
total charge: +1
electronic energy: -275.69213 Ha

In the natural (NBO) picture, each atom carries the following charge in e: 0.414 -0.244 0.303 0.117 -0.176 -0.646 0.424 0.381 0.426

=====

3.
Here is 5 unconnected molecules or ions with the total composition C27H27N3O4 from the OMol25 dataset. Energies are from the ωB97M-V functional and the def2-TZVPD basis.

Bonds (Å) are listed after each position.
Geometry (Å):
1 O 2.84 2.67 -2.48  C2 1.361, H9 1.007
2 C 1.63 2.09 -2.22  O1 1.361, C3 1.481, C8 1.520
3 C 1.11 0.83 -2.81  C2 1.481, C4 1.503, H10 1.023
4 C -0.10 0.21 -2.15  C3 1.503, C5 1.355, H11 1.199
5 C -0.65 0.74 -1.04  C4 1.355, O6 1.383, C7 1.440
6 O -1.77 0.10 -0.52  C5 1.383, H12 0.933
7 C 0.00 1.84 -0.36  C5 1.440, C8 1.419, H13 1.210
8 C 0.95 2.68 -1.00  C2 1.520, C7 1.419, H14 1.001
9 H 2.92 3.27 -1.68  O1 1.007
10 H 1.66 0.40 -3.55  C3 1.023
11 H -0.53 -0.68 -2.82  C4 1.199
12 H -1.95 0.35 0.36  O6 0.933
13 H -0.60 2.39 0.53  C7 1.210
14 H 1.49 3.44 -0.63  C8 1.001
15 O 2.29 -5.77 0.84  C16 1.318, H23 1.001
16 C 1.62 -4.98 0.03  O15 1.318, C17 1.339, C22 1.406
17 C 1.59 -3.65 0.15  C16 1.339, C18 1.585, H24 1.099
18 C 0.44 -2.72 -0.42  C17 1.585, C19 1.421, H25 1.139
19 C -0.65 -3.41 -1.02  C18 1.421, O20 1.352, C21 1.424
20 O -1.73 -2.68 -1.37  C19 1.352, H26 0.908
21 C -0.50 -4.81 -1.20  C19 1.424, C22 1.417, H27 1.070
22 C 0.57 -5.59 -0.69  C16 1.406, C21 1.417, H28 1.090
23 H 2.13 -6.76 0.80  O15 1.001
24 H 2.19 -2.95 0.76  C17 1.099
25 H 0.38 -1.64 -0.07  C18 1.139
26 H -1.74 -1.80 -1.15  O20 0.908
27 H -1.34 -5.30 -1.65  C21 1.070
28 H 0.48 -6.65 -0.93  C22 1.090
29 C 5.17 -1.17 -0.29  C30 1.435, C34 1.376, H35 0.912
30 C 4.02 -0.30 -0.27  C29 1.435, C31 1.427, H36 1.008
31 C 3.34 -0.05 0.96  C30 1.427, N32 1.352, H37 1.165
32 N 3.84 -0.55 2.11  C31 1.352, C33 1.405
33 C 5.08 -1.21 2.13  N32 1.405, C34 1.441, H38 0.977
34 C 5.70 -1.62 0.90  C29 1.376, C33 1.441, H39 1.178
35 H 5.68 -1.51 -0.97  C29 0.912
36 H 3.42 0.05 -0.99  C30 1.008
37 H 2.39 0.60 1.12  C31 1.165
38 H 5.43 -1.47 3.01  C33 0.977
39 H 6.71 -2.20 1.00  C34 1.178
40 C -0.03 0.68 3.18  C41 1.452, C45 1.475, H46 1.050
41 C -0.15 -0.76 3.01  C40 1.452, C42 1.389, H47 1.163
42 C -1.26 -1.37 2.44  C41 1.389, N43 1.376, H48 1.167
43 N -2.42 -0.65 2.24  C42 1.376, C44 1.427
44 C -2.37 0.76 2.48  N43 1.427, C45 1.358, H49 1.016
45 C -1.27 1.43 2.90  C40 1.475, C44 1.358, H50 1.021
46 H 0.99 0.89 3.35  C40 1.050
47 H 0.82 -1.39 3.15  C41 1.163
48 H -1.31 -2.48 2.08  C42 1.167
49 H -3.19 1.30 2.22  C44 1.016
50 H -1.26 2.45 2.86  C45 1.021
51 C -5.16 4.99 -1.95  C52 1.425, C56 1.398, H57 1.175
52 C -5.81 4.88 -0.69  C51 1.425, C53 1.346, H58 1.013
53 C -5.26 4.04 0.20  C52 1.346, N54 1.329, H59 1.097
54 N -4.19 3.26 0.08  C53 1.329, C55 1.416
55 C -3.56 3.29 -1.18  N54 1.416, C56 1.432, H60 1.037
56 C -4.03 4.20 -2.18  C51 1.398, C55 1.432, H61 1.028
57 H -5.68 5.63 -2.79  C51 1.175
58 H -6.54 5.58 -0.72  C52 1.013
59 H -5.77 4.16 1.17  C53 1.097
60 H -2.67 2.75 -1.25  C55 1.037
61 H -3.42 4.21 -3.01  C56 1.028

Results
HOMO level: -7.836 eV
energy relative to the best compared isomer or geometry (same formula, charge and spin): 1094.3 kJ/mol
structure (SMILES): Oc1ccc(O)cc1.Oc1ccc(O)cc1.c1ccncc1.c1ccncc1.c1ccncc1
electronic energy: -1509.96188 Ha

In the natural (NBO) picture, each atom carries the following charge in e: -0.659 0.306 -0.270 -0.236 0.213 -0.703 -0.248 -0.271 0.478 0.218 0.253 0.506 0.228 0.184 -0.681 0.244 -0.263 -0.274 0.272 -0.690 -0.248 -0.251 0.494 0.229 0.224 0.505 0.216 0.212 -0.162 -0.236 0.012 -0.447 0.046 -0.234 0.190 0.220 0.213 0.180 0.222 -0.166 -0.257 0.015 -0.431 -0.030 -0.252 0.235 0.236 0.232 0.214 0.214 -0.148 -0.273 0.028 -0.425 0.044 -0.271 0.221 0.224 0.185 0.203 0.215

=====

4.
Here is 2 unconnected molecules or ions with the total composition C2H7N4OS from the OMol25 dataset. Energies are from the ωB97M-V functional and the def2-TZVPD basis.

Bonds (Å) are listed after each position.
Geometry (Å):
1 C -1.07 0.78 -0.03  N3 1.368, N5 1.349, N6 1.384
2 C 2.60 -0.49 -0.05  N4 1.284, S8 1.518
3 N -1.10 2.15 0.06  C1 1.368, H9 1.099, H10 1.017
4 N 2.02 -1.55 0.39  C2 1.284, H11 0.999, H12 0.982
5 N -0.01 0.14 -0.56  C1 1.349, O7 1.445
6 N -2.22 0.12 0.38  C1 1.384, H13 0.991, H14 1.004
7 O -0.35 -1.26 -0.62  N5 1.445, H15 0.945
8 S 3.44 0.61 -0.68  C2 1.518
9 H -0.05 2.47 -0.07  N3 1.099
10 H -1.70 2.65 0.71  N3 1.017
11 H 1.02 -1.61 0.29  N4 0.999
12 H 2.59 -2.17 0.88  N4 0.982
13 H -3.13 0.49 0.50  N6 0.991
14 H -2.18 -0.86 0.21  N6 1.004
15 H 0.12 -1.47 -1.41  O7 0.945

Results
HOMO level: -12.575 eV
energy relative to the best compared isomer or geometry (same formula, charge and spin): 88.2 kJ/mol
total charge: +1
electronic energy: -772.53082 Ha

In the natural (NBO) picture, each atom carries the following charge in e: 0.582 0.227 -0.796 -0.755 -0.397 -0.813 -0.617 0.497 0.409 0.423 0.469 0.450 0.417 0.415 0.489

=====

no.,Kohn-Sham gap (eV),F_max (eV/A)
1,12.68,1.709
2,9.02,3.845
3,8.15,10.655
4,7.37,4.090